(1)
# C16H15N4NaO5

C16H15N4NaO5 as an isolated structure (ωB97M-V with the def2-TZVPD basis set, OMol25).

Output
Spin multiplicity: 1
Net charge: 0
Kohn-Sham gap in eV: 9.00

CARTESIAN COORDINATES (ANGSTROEM)
1 Na 1.05145 1.05123 -0.38728
2 O 0.31456 2.93998 -1.55745
3 C -0.87038 2.69361 -2.28886
4 C -0.76820 1.37237 -3.01249
5 C -1.68758 1.07503 -4.01431
6 C -1.62282 -0.15474 -4.63955
7 C -0.63413 -1.04996 -4.25416
8 C 0.23990 -0.66415 -3.25568
9 N 0.17862 0.51763 -2.63772
10 H 0.20768 3.75322 -1.05496
11 H -1.04953 3.48305 -3.02512
12 H -1.73797 2.64971 -1.62004
13 H -2.43794 1.80422 -4.29275
14 H -2.32721 -0.41178 -5.41967
15 H -0.54019 -2.02191 -4.71745
16 H 1.02971 -1.33036 -2.92747
17 O 3.09470 -0.73853 5.01909
18 C 3.26281 -1.75059 4.20322
19 O 3.64310 -2.84127 4.56866
20 C 2.90558 -1.54290 2.76521
21 C 3.03108 -2.55381 1.84464
22 N 2.60557 -2.06391 0.66914
23 N 2.23730 -0.77649 0.74661
24 C 2.41593 -0.43731 2.01872
25 C 2.07194 0.97175 2.47619
26 O 2.21610 1.21251 3.69273
27 O 1.65238 1.76023 1.60310
28 H 2.73981 0.07929 4.51914
29 H 3.37537 -3.56538 1.97464
30 H 2.56128 -2.54044 -0.21328
31 C -3.40641 -0.47011 1.81771
32 C -3.23872 -0.82759 0.48841
33 C -2.12867 -0.34974 -0.18729
34 N -1.21102 0.44020 0.37188
35 C -1.38275 0.78218 1.65263
36 C -2.46144 0.34988 2.41014
37 H -4.25795 -0.82856 2.38149
38 H -3.94869 -1.46819 -0.01652
39 H -1.96289 -0.61574 -1.22708
40 H -0.61505 1.41718 2.08048
41 H -2.54536 0.65019 3.44524



(2)
# C16H15NV

C16H15NV as an isolated structure in a non-equilibrium geometry (ωB97M-V with the def2-TZVPD basis set, OMol25).

Output
Spin multiplicity: 4
Net charge: -2
Kohn-Sham gap (spin up / spin down) in eV: 2.83 / 5.37
⟨S²⟩: 3.8380

CARTESIAN COORDINATES (ANGSTROEM)
1 C -1.72990 3.05255 1.07903
2 C -0.98890 3.21065 -0.11650
3 C 0.33379 2.75509 0.09749
4 C 0.42823 2.26846 1.41923
5 C -0.83510 2.47884 2.05981
6 V -1.23997 0.85034 0.91895
7 C -2.81560 1.09706 -1.67493
8 C -4.15787 1.00393 -1.55812
9 C -5.11159 0.69132 -0.61748
10 N -1.39397 -0.01394 2.48234
11 H 1.17684 2.89839 -0.57926
12 H -1.33698 3.75196 -0.99269
13 H 1.33373 1.93845 1.91725
14 H -1.04879 2.36334 3.10851
15 H -2.71465 3.46090 1.29404
16 H -2.44072 2.02528 -2.15297
17 H -2.36999 -0.16594 2.24334
18 H -1.94100 0.42095 -1.88483
19 H -6.12113 0.86140 -0.87026
20 H -5.13081 0.35208 0.42846
21 C -0.04974 -0.37734 -0.12998
22 C 0.98607 -1.09525 -0.26316
23 C 2.14074 -1.96780 -0.41347
24 C 2.61273 -2.37868 -1.69530
25 C 3.62414 -3.32494 -1.80828
26 C 4.23772 -3.88657 -0.67239
27 C 3.80753 -3.45119 0.59627
28 C 2.79611 -2.50990 0.73494
29 H 2.17009 -1.95245 -2.58535
30 H 3.96676 -3.65659 -2.80368
31 H 5.02625 -4.63564 -0.77172
32 H 4.29473 -3.87911 1.48898
33 H 2.49124 -2.18566 1.72173



(3)
# C16H16AuN4Se3

C16H16AuN4Se3 as an isolated structure (ωB97M-V with the def2-TZVPD basis set, OMol25).

Output
Spin multiplicity: 1
Net charge: +3
Kohn-Sham gap in eV: 5.03

CARTESIAN COORDINATES (ANGSTROEM)
1 Au 0.33620 -0.02099 0.05959
2 Se -5.13633 -0.00292 -5.23942
3 N -3.96575 1.21614 -4.71409
4 C -3.27724 0.68002 -3.74024
5 C -2.21551 1.37355 -3.03696
6 C -1.80803 2.67296 -3.36084
7 C -0.75643 3.23604 -2.67273
8 C -0.14360 2.52147 -1.65436
9 N -0.53552 1.28588 -1.31903
10 C -1.54817 0.69864 -2.01376
11 C -1.87325 -0.67041 -1.67734
12 N -1.15342 -1.26026 -0.68179
13 C -1.45690 -2.50891 -0.31728
14 C -2.47772 -3.23159 -0.91365
15 C -3.19577 -2.66125 -1.94056
16 C -2.89876 -1.35261 -2.33441
17 C -3.62073 -0.66273 -3.38668
18 N -4.59551 -1.20817 -4.06804
19 H -2.31709 3.20377 -4.15611
20 H -0.39899 4.22955 -2.90526
21 H 0.67181 2.96485 -1.10594
22 H -0.87730 -2.94010 0.47230
23 H -2.68560 -4.23585 -0.57193
24 H -3.99067 -3.19649 -2.44571
25 C 0.44413 2.41991 2.30966
26 Se 1.70466 1.81292 0.94952
27 C 3.04101 0.94932 2.07160
28 C 2.53806 -0.29767 2.74678
29 Se 1.90630 -1.49002 1.32682
30 C 0.89647 -2.77271 2.38012
31 H 0.89894 3.29892 2.76536
32 H 0.26457 1.64356 3.04767
33 H -0.47513 2.70144 1.80101
34 H 3.39515 1.70050 2.78093
35 H 3.86599 0.72607 1.39166
36 H 1.75298 -0.16428 3.48833
37 H 3.37881 -0.81132 3.22024
38 H 1.62150 -3.28251 3.01491
39 H 0.48375 -3.49840 1.69250
40 H 0.14098 -2.27122 2.97850



| no. | total energy (eV) |
| --- | --- |
| 1 | -37452.5493 |
| 2 | -44003.7676 |
| 3 | -222515.4495 |